A single C14H17N3O3 molecule. Source: OMol25; level of theory: ωB97M-V/def2-TZVPD.

```
! wB97M-V def2-TZVPD RIJCOSX def2/J DEFGRID3
* xyz 0 1
C -0.30271 0.89864 2.55374
C 1.03018 0.28790 2.13751
C 1.15611 -0.28280 0.87533
N 0.01975 -0.30637 0.06508
C -0.17417 -0.65016 -1.24733
O 0.72682 -1.10217 -1.94409
C -1.52039 -0.48006 -1.86179
C -1.85527 -1.09393 -3.05830
C -3.15359 -0.94593 -3.60184
C -4.14592 -0.13999 -2.98258
N -5.40935 -0.00113 -3.56526
O -6.27816 0.68250 -2.97389
O -5.62094 -0.56983 -4.68457
C -3.79528 0.45640 -1.75442
C -2.51839 0.27663 -1.20916
C 2.46516 -0.87954 0.39858
C 3.50789 -1.03531 1.50647
N 3.46798 0.18357 2.36059
C 4.11630 1.43636 1.82677
C 2.20518 0.38066 3.07749
H -0.51281 1.84331 2.08033
H -1.14750 0.26118 2.33969
H -0.28971 0.99535 3.63845
H -0.77099 0.17972 0.47842
H -1.13965 -1.66846 -3.66445
H -3.36935 -1.49811 -4.51544
H -4.55248 1.01567 -1.19498
H -2.31203 0.75607 -0.25279
H 2.25842 -1.82635 -0.02922
H 2.92921 -0.24213 -0.36751
H 4.51298 -1.15390 1.00542
H 3.25294 -1.96378 2.09649
H 3.54830 1.89779 0.98604
H 4.24579 2.17396 2.63559
H 5.12396 1.16330 1.46033
H 2.17856 1.35313 3.55563
H 2.12314 -0.40222 3.82971
*
```

Values from the calculation:
Kohn-Sham gap in eV: 6.668
LUMO energy in eV: -1.465
E_HOMO in eV: -8.133
Energy above the lowest of the compared OMol25 structures with the same formula, charge and spin in kcal/mol: 135.0
SMILES: CC1=C(NC(=O)c2ccc([N+](=O)[O-])cc2)CCN(C)C1
E_tot in Ha: -933.541103

Table of natural (NBO) atomic charges, one value per atom, all in e: -0.6627 -0.0419 0.1787 -0.6091 0.6362 -0.5969 -0.0271 -0.1868 -0.1531 0.0234 0.4856 -0.3615 -0.3755 -0.1652 -0.2168 -0.4555 -0.2006 -0.4598 -0.4131 -0.2391 0.2171 0.2033 0.2273 0.3981 0.2515 0.2504 0.2499 0.2053 0.2316 0.2193 0.2085 0.1959 0.1709 0.2028 0.2031 0.2048 0.2009